# 1
A 3-piece molecular cluster, C41H32NO7 overall at a distorted geometry. Source: OMol25; level of theory: ωB97M-V/def2-TZVPD.

Geometry (Å):
1 O 2.66 -4.68 0.31
2 C 3.37 -3.69 -0.09
3 O 4.66 -3.94 -0.55
4 C 2.73 -2.23 0.02
5 N 1.68 -1.91 -0.99
6 C 1.85 -2.60 -2.29
7 C 3.20 -2.27 -3.08
8 C 3.84 -0.83 -2.76
9 C 3.14 0.53 -3.06
10 C 3.93 1.82 -2.62
11 C 5.32 1.76 -1.90
12 C 6.00 0.39 -1.60
13 C 5.24 -0.88 -2.04
14 C 0.32 -2.26 -0.50
15 C -0.47 -0.79 -0.07
16 C 0.54 0.55 -0.06
17 O -0.04 -0.18 1.25
18 H 3.52 -1.39 0.00
19 H 2.23 -2.13 1.06
20 H 0.98 -2.24 -2.97
21 H 1.71 -3.75 -2.24
22 H 3.96 -3.11 -2.98
23 H 2.93 -2.23 -4.21
24 H 2.12 0.56 -3.56
25 H 3.48 2.86 -2.80
26 H 5.89 2.70 -1.57
27 H 7.00 0.27 -1.06
28 H 5.71 -1.91 -1.82
29 H 0.31 -2.91 0.44
30 H -0.32 -2.73 -1.31
31 H -1.60 -0.63 -0.45
32 H -0.06 1.52 0.07
33 H 1.58 0.42 0.39
34 C 3.32 9.77 2.72
35 C 4.41 9.00 3.12
36 C 4.31 7.61 3.13
37 C 3.11 7.00 2.76
38 C 2.02 7.77 2.39
39 C 2.13 9.16 2.35
40 C 0.73 7.13 2.04
41 O -0.23 7.81 1.70
42 C 0.62 5.66 2.11
43 C -0.61 5.04 1.84
44 C -0.72 3.66 1.89
45 C 0.40 2.88 2.20
46 C 1.62 3.49 2.47
47 C 1.73 4.88 2.44
48 C 3.02 5.52 2.77
49 O 4.00 4.84 3.04
50 H 3.40 10.86 2.70
51 H 5.34 9.48 3.41
52 H 5.16 7.01 3.44
53 H 1.28 9.77 2.05
54 H -1.48 5.64 1.59
55 H -1.67 3.18 1.68
56 H 0.31 1.80 2.23
57 H 2.48 2.88 2.72
58 C -2.28 -6.29 0.59
59 C -3.16 -7.34 0.85
60 C -4.50 -7.23 0.51
61 C -4.97 -6.06 -0.09
62 C -4.09 -5.00 -0.33
63 C -2.74 -5.12 0.00
64 C -4.59 -3.73 -0.92
65 O -3.83 -2.81 -1.14
66 C -6.03 -3.61 -1.24
67 C -6.52 -2.41 -1.75
68 C -7.87 -2.28 -2.06
69 C -8.73 -3.36 -1.89
70 C -8.25 -4.56 -1.38
71 C -6.90 -4.69 -1.05
72 C -6.39 -5.96 -0.48
73 O -7.15 -6.90 -0.32
74 H -1.23 -6.38 0.85
75 H -2.79 -8.25 1.33
76 H -5.18 -8.05 0.71
77 H -2.06 -4.30 -0.20
78 H -5.86 -1.56 -1.89
79 H -8.26 -1.34 -2.45
80 H -9.78 -3.27 -2.14
81 H -8.92 -5.40 -1.24

Summary:
Charge: -1
Orbital gap: 4.83 eV

Löwdin population analysis, charges in e, atoms 1 to 6:
1 O -0.13
2 C -0.56
3 O -0.21
4 C -0.13
5 N -0.19
6 C -0.22

=====

# 2
C18H47InO20P4 as an isolated structure at a distorted geometry. Source: OMol25; level of theory: ωB97M-V/def2-TZVPD.

Geometry (Å):
1 In -14.32 10.63 -18.68
2 C -11.40 13.46 -21.51
3 C -12.03 12.49 -20.45
4 O -12.09 11.27 -20.76
5 O -12.65 12.92 -19.50
6 H -10.68 13.00 -22.18
7 H -10.92 14.32 -21.03
8 H -12.21 13.75 -22.18
9 C -12.76 8.18 -13.59
10 O -13.92 7.62 -14.20
11 P -15.08 8.59 -14.84
12 O -14.66 9.29 -16.11
13 O -16.46 7.71 -14.91
14 C -16.75 6.87 -16.02
15 O -15.43 9.74 -13.65
16 C -16.04 9.44 -12.40
17 H -11.85 7.89 -14.11
18 H -12.72 7.92 -12.53
19 H -12.78 9.27 -13.53
20 H -16.87 5.82 -15.73
21 H -16.05 6.85 -16.86
22 H -17.65 7.33 -16.43
23 H -16.23 8.37 -12.35
24 H -17.01 9.93 -12.36
25 H -15.48 9.89 -11.59
26 C -11.18 13.01 -14.65
27 O -12.12 13.95 -15.08
28 P -13.62 13.52 -15.51
29 O -13.77 12.36 -16.41
30 O -14.35 13.32 -14.11
31 C -15.72 12.76 -13.95
32 O -14.32 14.88 -16.16
33 C -13.88 15.37 -17.37
34 H -10.51 12.99 -15.51
35 H -11.45 11.96 -14.54
36 H -10.67 13.38 -13.76
37 H -15.79 12.14 -13.06
38 H -16.04 12.16 -14.80
39 H -16.34 13.64 -13.78
40 H -14.69 15.31 -18.09
41 H -12.98 14.87 -17.73
42 H -13.55 16.37 -17.11
43 C -8.93 11.22 -18.80
44 O -9.24 11.04 -17.44
45 P -10.36 9.93 -16.96
46 O -11.81 10.20 -17.31
47 O -9.65 8.54 -17.55
48 C -10.39 7.36 -17.65
49 O -10.12 9.87 -15.33
50 C -8.81 9.47 -14.82
51 H -7.93 10.80 -18.93
52 H -8.90 12.29 -18.99
53 H -9.64 10.78 -19.50
54 H -11.34 7.33 -17.11
55 H -9.82 6.64 -17.07
56 H -10.56 7.00 -18.67
57 H -8.41 10.16 -14.07
58 H -8.11 9.32 -15.64
59 H -8.98 8.54 -14.28
60 C -18.18 5.27 -19.68
61 O -17.25 6.29 -19.31
62 P -17.71 7.84 -19.49
63 O -16.62 8.82 -19.18
64 O -18.32 7.88 -21.01
65 C -17.44 7.53 -22.14
66 O -19.06 7.93 -18.55
67 C -19.88 9.10 -18.76
68 H -17.72 4.72 -20.50
69 H -19.10 5.61 -20.15
70 H -18.33 4.64 -18.80
71 H -16.47 8.00 -22.01
72 H -17.89 7.88 -23.07
73 H -17.32 6.46 -22.26
74 H -20.27 9.41 -17.79
75 H -20.67 8.73 -19.41
76 H -19.42 10.00 -19.18
77 O -15.63 11.34 -21.28
78 C -15.73 11.76 -22.43
79 O -15.29 11.23 -23.55
80 C -14.48 10.02 -23.49
81 C -13.12 10.29 -24.24
82 C -16.40 13.09 -22.69
83 H -15.04 9.21 -23.97
84 H -14.41 9.75 -22.44
85 H -13.33 10.65 -25.25
86 H -12.46 9.42 -24.25
87 H -12.54 11.05 -23.72
88 H -15.51 13.72 -22.79
89 H -16.92 13.51 -21.83
90 H -16.98 13.15 -23.62

Summary:
Energy above the lowest of the compared OMol25 structures with the same formula, charge and spin: 27.5 kcal/mol
Charge: +2
Orbital gap: 4.03 eV

Löwdin population analysis, charges in e, atoms 1 to 6:
1 In 1.54
2 C 0.09
3 C -0.64
4 O 0.06
5 O 0.07
6 H 0.10

=====

# 3
A 4-piece molecular cluster, C17H40BO18P3 overall at a distorted geometry. Source: OMol25; level of theory: ωB97M-V/def2-TZVPD.

Geometry (Å):
1 C -3.39 3.67 1.89
2 O -2.19 3.85 2.70
3 B -1.16 2.89 2.30
4 O -0.49 3.00 1.02
5 C -0.78 1.73 3.39
6 C 0.61 2.28 3.99
7 O 1.55 1.32 3.43
8 C 0.98 0.08 2.93
9 O 1.70 -0.89 2.64
10 C -0.63 0.21 2.90
11 C -1.40 -0.03 1.52
12 O -1.54 -1.45 1.17
13 C -1.84 -1.43 -0.25
14 C -3.19 -0.68 -0.75
15 O -1.06 -1.95 -1.10
16 H -4.17 3.12 2.55
17 H -3.17 3.03 0.95
18 H -3.83 4.69 1.64
19 H -0.47 3.95 0.74
20 H -1.65 1.75 4.14
21 H 0.68 2.47 5.12
22 H 0.86 3.27 3.49
23 H -1.07 -0.53 3.67
24 H -2.48 0.35 1.69
25 H -0.89 0.49 0.63
26 H -2.83 0.33 -1.17
27 H -3.83 -0.53 0.20
28 H -3.77 -1.29 -1.52
29 C 0.67 -1.42 10.55
30 O -0.45 -1.18 9.70
31 P -0.03 -0.59 8.14
32 O -1.44 -0.06 7.90
33 O 0.09 -2.12 7.56
34 C -0.93 -3.06 7.86
35 O 0.52 0.02 6.63
36 C 1.91 -0.16 6.37
37 H 0.31 -1.81 11.50
38 H 1.35 -2.14 10.09
39 H 1.21 -0.48 10.73
40 H -1.89 -2.58 8.06
41 H -0.63 -3.66 8.72
42 H -1.05 -3.73 7.00
43 H 2.15 -1.23 6.31
44 H 2.51 0.30 7.16
45 H 2.16 0.31 5.42
46 C 2.55 -0.23 -0.57
47 O 1.69 0.16 -1.63
48 P 2.51 0.78 -3.01
49 O 1.24 1.45 -3.51
50 O 2.62 -0.73 -3.65
51 C 1.48 -1.58 -3.64
52 O 3.40 1.41 -4.34
53 C 4.80 1.12 -4.32
54 H 1.95 -0.63 0.25
55 H 3.25 -1.00 -0.90
56 H 3.11 0.64 -0.20
57 H 0.54 -1.02 -3.62
58 H 1.53 -2.24 -2.78
59 H 1.49 -2.19 -4.55
60 H 4.96 0.04 -4.40
61 H 5.25 1.49 -3.39
62 H 5.27 1.62 -5.16
63 C 0.26 -0.95 -10.27
64 O -0.22 0.23 -9.63
65 P -1.55 -0.04 -8.56
66 O -1.96 1.42 -8.61
67 O -0.51 -0.30 -7.31
68 C 0.56 0.60 -7.10
69 O -2.87 -0.45 -7.55
70 C -3.00 -1.84 -7.25
71 H 1.11 -0.69 -10.90
72 H 0.59 -1.68 -9.51
73 H -0.52 -1.40 -10.88
74 H 0.36 1.60 -7.50
75 H 1.47 0.20 -7.56
76 H 0.74 0.69 -6.03
77 H -2.13 -2.18 -6.68
78 H -3.08 -2.42 -8.17
79 H -3.90 -1.99 -6.65

Summary:
SMILES: COB(O)[C@@H]1COC(=O)[C@@H]1COC(C)=O.COP(=O)(OC)OC.COP(=O)(OC)OC.COP(=O)(OC)OC
Orbital gap: 6.86 eV

Löwdin population analysis, charges in e, atoms 1 to 6:
1 C -0.08
2 O -0.06
3 B -0.50
4 O 0.10
5 C -0.10
6 C -0.10

=====

# 4
C20H28AsCl2F2N4OSW as an isolated structure. Source: OMol25; level of theory: ωB97M-V/def2-TZVPD.

Geometry (Å):
1 W -1.30 -0.38 -0.19
2 F 2.75 -3.59 -2.42
3 C 2.05 -2.47 -2.50
4 C 0.95 -2.31 -1.67
5 C 0.21 -1.14 -1.74
6 C 0.58 -0.11 -2.62
7 C 1.71 -0.32 -3.42
8 F 2.12 0.65 -4.22
9 C 2.44 -1.49 -3.39
10 C -0.17 1.15 -2.57
11 C -0.14 2.14 -3.55
12 C -0.86 3.30 -3.37
13 C -1.62 3.47 -2.21
14 C -1.64 2.45 -1.30
15 N -0.94 1.30 -1.46
16 H 0.67 -3.13 -1.02
17 H 3.30 -1.61 -4.04
18 H 0.44 1.99 -4.44
19 H -0.84 4.07 -4.13
20 H -2.19 4.37 -2.03
21 H -2.26 2.53 -0.42
22 N -2.04 0.91 1.59
23 N -3.44 0.98 1.76
24 C -4.28 0.53 0.81
25 N -5.57 0.69 0.96
26 S -3.68 -0.28 -0.60
27 H -1.65 0.53 2.45
28 H -1.67 1.86 1.50
29 H -3.78 1.49 2.57
30 H -5.98 1.17 1.75
31 H -6.21 0.33 0.26
32 C 0.94 2.65 1.57
33 C 1.14 1.34 2.33
34 As 1.08 -0.24 1.18
35 C 2.73 -0.13 0.12
36 C 3.86 0.63 0.80
37 C 1.31 -1.75 2.39
38 C 2.69 -1.82 3.04
39 H 0.90 3.49 2.26
40 H 0.04 2.67 0.96
41 H 1.77 2.83 0.88
42 H 0.41 1.21 3.14
43 H 2.11 1.33 2.82
44 H 2.47 0.31 -0.84
45 H 3.01 -1.17 -0.06
46 H 3.65 1.69 0.89
47 H 4.76 0.53 0.20
48 H 4.09 0.24 1.79
49 H 1.10 -2.65 1.81
50 H 0.52 -1.66 3.14
51 H 3.47 -1.95 2.29
52 H 2.73 -2.67 3.71
53 H 2.91 -0.93 3.63
54 Cl -1.90 -2.16 1.58
55 C -2.31 -3.96 1.20
56 Cl -1.25 -4.66 0.04
57 H -3.33 -3.93 0.85
58 H -2.19 -4.41 2.18
59 O -2.06 -2.27 -2.53
60 C -1.60 -1.60 -1.72

Summary:
Energy above the lowest of the compared OMol25 structures with the same formula, charge and spin: 9.9 kcal/mol
Charge: +3
Orbital gap (alpha / beta): 6.55 / 6.28 eV

natural (NBO) population analysis, charges in e, atoms 1 to 6:
1 W 0.74
2 F -0.27
3 C 0.47
4 C -0.30
5 C -0.15
6 C -0.22

=====

# 5
An isolated ion of composition C4H11N2 and charge +1 at a distorted geometry. Source: OMol25; level of theory: ωB97M-V/def2-TZVPD.

Geometry (Å):
1 C -0.44 0.28 -1.94
2 C 0.68 -0.02 -0.97
3 C 0.76 1.07 0.02
4 N -0.51 1.13 0.77
5 C -0.66 -0.47 1.34
6 N -0.02 -1.80 1.48
7 H -0.36 1.24 -2.42
8 H -1.27 0.29 -1.27
9 H -0.55 -0.51 -2.75
10 H 0.53 -0.89 -0.34
11 H 1.48 -0.32 -1.58
12 H 1.50 1.03 0.85
13 H 1.00 2.01 -0.59
14 H -0.31 1.61 1.62
15 H -1.55 -0.30 1.99
16 H 0.50 -1.92 2.39
17 H -0.79 -2.42 1.41

Summary:
Energy above the lowest of the compared OMol25 structures with the same formula, charge and spin: 156.8 kcal/mol
SMILES: CCCNC=[NH2+]
Charge: +1
Orbital gap: 7.52 eV

natural (NBO) population analysis, charges in e, atoms 1 to 6:
1 C -0.60
2 C -0.45
3 C -0.26
4 N -0.46
5 C 0.55
6 N -0.85

=====

# 6
C28H38Cl5GeO5V as an isolated structure. Source: OMol25; level of theory: ωB97M-V/def2-TZVPD.

Geometry (Å):
1 V 0.29 -0.43 -0.22
2 C 3.42 0.52 1.90
3 C 2.46 1.57 1.35
4 C 2.93 2.17 0.03
5 C 2.24 2.70 2.35
6 O 1.17 0.94 1.11
7 Ge 0.08 0.30 2.50
8 O 0.37 -1.46 1.26
9 C 0.21 -2.82 1.80
10 C 0.60 -2.75 3.27
11 C 1.20 -3.71 1.05
12 C -1.25 -3.20 1.65
13 O -1.24 0.35 1.14
14 C -2.50 1.04 1.38
15 C -3.46 0.70 0.24
16 C -3.08 0.51 2.69
17 C -2.24 2.53 1.47
18 H 4.41 0.95 2.04
19 H 3.50 -0.33 1.22
20 H 3.08 0.17 2.87
21 H 3.88 2.68 0.17
22 H 2.21 2.89 -0.34
23 H 3.08 1.41 -0.74
24 H 3.17 3.24 2.52
25 H 1.91 2.31 3.33
26 H 1.50 3.41 1.98
27 H 1.61 -2.36 3.40
28 H 0.58 -3.76 3.69
29 H -0.11 -2.15 3.85
30 H 2.22 -3.39 1.26
31 H 1.03 -3.67 -0.02
32 H 1.08 -4.74 1.39
33 H -1.87 -2.55 2.27
34 H -1.41 -4.23 1.97
35 H -1.58 -3.12 0.62
36 H -3.53 -0.38 0.12
37 H -3.17 1.16 -0.70
38 H -4.46 1.08 0.49
39 H -3.20 -0.58 2.64
40 H -4.07 0.95 2.85
41 H -2.47 0.77 3.55
42 H -1.83 2.93 0.54
43 H -1.53 2.75 2.28
44 H -3.16 3.06 1.70
45 Cl -0.64 1.46 -1.61
46 C -1.43 0.01 -2.24
47 C -1.00 -1.16 -1.65
48 C -1.43 -2.33 -2.28
49 Cl -0.76 -3.85 -1.87
50 C -2.35 -2.29 -3.33
51 Cl -2.91 -3.74 -4.06
52 C -2.82 -1.06 -3.82
53 Cl -3.95 -1.01 -5.11
54 C -2.32 0.13 -3.29
55 Cl -2.78 1.65 -3.90
56 C 5.67 1.31 -5.86
57 C 4.95 0.66 -4.71
58 C 3.63 0.25 -4.84
59 C 2.94 -0.35 -3.80
60 C 1.52 -0.78 -4.02
61 C 3.62 -0.56 -2.59
62 C 4.99 -0.21 -2.45
63 C 5.75 -0.46 -1.18
64 C 5.61 0.43 -3.51
65 C 2.94 -1.17 -1.43
66 O 3.31 -1.98 -0.65
67 O 1.65 -0.61 -1.24
68 H 4.98 1.64 -6.63
69 H 6.38 0.61 -6.31
70 H 6.24 2.18 -5.52
71 H 3.12 0.40 -5.78
72 H 1.34 -0.91 -5.09
73 H 0.82 -0.04 -3.65
74 H 1.30 -1.73 -3.53
75 H 5.38 0.17 -0.37
76 H 6.80 -0.21 -1.34
77 H 5.68 -1.49 -0.86
78 H 6.65 0.72 -3.41

Summary:
Energy above the lowest of the compared OMol25 structures with the same formula, charge and spin: 5.6 kcal/mol
Multiplicity: 2
Charge: +1
Orbital gap (alpha / beta): 6.79 / 7.37 eV

Löwdin population analysis, charges in e, atoms 1 to 6:
1 V 0.96
2 C -0.01
3 C -0.65
4 C 0.00
5 C -0.04
6 O -0.43

=====

Number 1: E -58852.482 eV. Number 2: E -102696.873 eV. Number 3: E -83668.344 eV. Number 4: E -133155.298 eV. Number 5: E -7294.147 eV. Number 6: E -184703.382 eV.